10
Properties=species:S:1:pos:R:3:forces:R:3:lowdin_charge:R:1 method="wB97M-V/def2-TZVPD" spin_multiplicity=1 de_lowest_kcal_mol=73.2 e_lumo_ev=-0.106 energy_ha=-570.11793
N -0.329 -0.634 0.038 4.18 1.20 1.78 0.0946
H 1.527 1.792 -0.211 -1.84 1.97 -0.14 0.0905
H 2.207 0.885 1.031 1.03 -0.43 -0.06 0.1129
H 2.250 0.573 -0.807 3.26 -1.11 -2.08 0.0661
H -1.682 -1.377 -0.994 -1.07 -0.08 0.64 0.0822
C -1.725 -0.906 0.027 -1.11 -1.23 -2.54 -0.8168
C 0.724 -0.135 0.060 -4.75 -0.88 0.20 -0.0021
S -2.589 0.597 0.068 -0.42 1.19 0.06 0.3034
C 1.771 0.818 0.049 -0.46 -0.41 1.90 0.0080
H -2.155 -1.613 0.738 1.17 -0.22 0.24 0.0612

80
Properties=species:S:1:pos:R:3:forces:R:3:lowdin_charge:R:1 method="wB97M-V/def2-TZVPD" spin_multiplicity=1 de_lowest_kcal_mol=0.0 charge=+3 e_lumo_ev=-9.956 energy_ha=-3102.30916
H 2.149 1.948 -3.143 -0.20 -0.01 0.27 0.1233
H 2.187 0.132 -3.899 -0.07 -0.48 0.34 0.1302
C 3.646 2.782 2.322 0.84 -0.42 1.18 -0.0480
C -1.161 -2.596 1.034 0.97 0.41 -1.32 -0.5554
H 1.631 -3.559 -2.306 -0.12 -0.34 0.67 0.1604
C -1.473 3.327 1.813 -0.06 -0.65 -0.43 -0.0545
H 4.585 4.621 1.705 -0.67 -0.32 -0.08 0.1393
H 2.553 1.031 2.846 -0.12 0.25 -0.06 0.1071
C 1.305 -4.789 -0.578 -0.03 0.73 -0.55 0.1032
Cl -3.696 -4.256 -0.664 0.28 -1.10 0.53 0.6530
H -0.984 0.244 -4.945 0.11 0.02 0.01 0.1419
C -0.114 -3.346 0.277 -0.13 0.31 -0.70 -0.1259
C -1.265 2.206 0.989 -0.27 -0.26 0.09 -0.3139
N 0.382 1.494 -2.061 -0.18 -0.28 -0.03 -0.1121
H 1.563 -1.268 2.070 0.08 0.02 -0.13 0.1048
N -2.141 0.707 -0.816 -0.69 0.17 0.29 -0.0349
C -1.020 0.338 -3.859 -1.25 0.29 0.56 -0.1610
N 0.331 -2.780 -0.883 0.45 -1.11 0.49 -0.0612
H 3.704 0.672 -1.783 -0.47 0.07 0.20 0.1589
C 0.304 -5.545 1.633 -0.45 -0.17 0.61 -0.4855
H 2.501 0.694 -0.397 0.61 -0.01 -0.62 0.0977
C -0.010 -1.306 5.047 0.83 -0.43 1.15 -0.0308
H -1.480 0.062 5.734 -0.13 -0.04 -0.06 0.1298
C 2.635 0.651 -1.502 -0.40 -0.02 0.78 -0.1479
H 0.408 1.887 -4.160 0.23 0.14 0.19 0.1280
C 1.506 2.230 1.356 0.76 -0.96 1.10 -0.3909
C 0.861 -0.985 2.848 0.10 0.68 0.41 -0.1319
H -1.251 -1.607 -3.391 0.25 0.23 0.28 0.0897
C -3.500 3.843 0.641 0.19 -0.31 -0.24 -0.0071
C -2.208 1.926 0.008 -0.10 0.32 -0.30 -0.2867
Zr -0.219 -0.621 -0.984 0.23 0.88 0.14 1.7617
P 0.135 1.087 1.204 -0.07 -0.02 -0.57 1.0511
H -2.853 0.810 -1.554 0.60 -0.03 0.06 0.0863
N 1.979 -0.629 -1.922 -0.05 0.22 0.69 -0.1594
O -0.389 -5.154 2.688 0.25 -0.43 0.00 0.1701
C -0.845 -0.230 4.909 -0.76 0.37 0.11 -0.0339
H 4.445 2.535 3.048 -0.50 0.17 -0.63 0.1378
H 0.001 -1.859 5.988 -0.03 0.14 -0.26 0.1367
C 0.704 -1.443 -3.885 -0.48 -0.12 -0.04 -0.1502
H -1.015 2.417 -3.358 -0.47 0.47 0.06 0.1302
C -0.001 0.110 2.692 -0.24 0.03 0.36 -0.3816
C -2.603 4.102 1.663 0.12 0.79 0.47 -0.0190
H -0.955 -4.386 2.503 -0.12 0.26 0.17 0.0524
C 1.842 1.792 -2.098 0.75 0.31 -0.94 -0.1686
H 0.747 3.675 -0.022 0.13 0.10 0.21 0.1118
Cl -3.558 -1.881 -2.146 0.31 0.89 -0.56 0.5777
C 3.710 3.958 1.600 0.32 0.41 -0.13 -0.0273
N -0.520 -0.903 -3.207 -0.23 -0.22 -0.92 -0.1844
H -0.749 3.569 2.565 0.25 0.09 0.31 0.1260
C 2.642 4.271 0.772 -0.18 -0.32 0.24 -0.0386
O -1.440 -1.437 0.462 0.20 0.01 -0.38 -0.2698
H -1.524 1.344 3.601 0.11 -0.18 0.14 0.1087
C 2.555 1.937 2.242 0.00 -0.38 -0.26 -0.0624
H -4.208 -2.116 0.098 0.28 0.63 1.07 0.0180
H 0.699 -2.521 -3.747 -0.07 -0.09 0.11 0.1108
H -4.351 4.457 0.443 -0.35 0.39 0.19 0.1277
H -5.398 -2.721 -1.050 -0.43 -0.09 0.03 0.0458
C 0.455 -4.578 0.503 0.32 -0.03 -0.18 -0.0041
C -3.296 2.758 -0.191 0.50 0.09 0.55 -0.0038
H -3.997 2.540 -0.955 -0.61 -0.14 -0.66 0.1177
H 2.806 -1.518 -3.660 -0.23 0.56 0.00 0.1563
H 0.579 -1.294 -4.955 0.21 0.02 -0.17 0.1441
H 1.955 -5.612 -0.831 -0.07 -0.15 0.12 0.1716
H 2.102 2.734 -1.602 -0.25 -0.34 0.02 0.1190
O -1.649 -3.011 2.022 -1.24 -0.12 1.42 0.1886
H -2.097 0.411 -3.599 0.58 -0.14 -0.20 0.1094
H -2.744 4.948 2.343 -0.06 -0.29 -0.34 0.1395
O 0.823 -6.608 1.559 0.63 -0.58 -0.31 0.1892
C -0.309 1.613 -3.389 0.68 -0.37 -0.33 -0.1249
C 1.572 3.392 0.636 -0.30 1.11 -0.62 -0.1427
C 1.987 -0.823 -3.385 0.77 -0.39 -0.68 -0.1513
H -0.020 2.180 -1.434 -0.26 0.16 0.01 0.0748
H -2.581 0.014 -0.212 -0.19 -0.30 0.03 0.0632
C -4.361 -2.684 -0.773 -0.32 -0.33 -1.08 -0.9594
H 2.516 -1.359 -1.463 0.06 -0.18 -0.17 0.1198
C -0.866 0.487 3.731 0.36 0.23 -0.68 -0.0390
H 1.622 -2.409 4.217 0.40 -0.55 0.22 0.1171
N 1.228 -3.702 -1.377 -0.46 0.38 0.25 0.0614
C 0.922 -1.620 4.079 -0.64 -0.21 -0.97 -0.0393
H 2.575 5.219 0.294 0.19 0.56 -0.49 0.1156

98
Properties=species:S:1:pos:R:3:forces:R:3:lowdin_charge:R:1 method="wB97M-V/def2-TZVPD" spin_multiplicity=1 e_lumo_ev=0.356 energy_ha=-2358.28808 smiles="[H]/N=C(/C)C[C@H]1C[C@@](c2ccccn2)([C@H](C)F)[C@H](C(=O)[O-])[N@+](C)(Cc2ccc(C)cc2)[C@]1(CN)CCCCOC.CCOC(=O)C(F)(F)F"
H 0.242 -4.272 -6.605 -0.02 -0.09 0.03 0.0864
H -0.102 -2.585 -6.220 -0.08 0.03 0.06 0.0850
H -0.330 1.251 1.975 0.02 -0.06 0.01 0.1271
C 0.017 -2.300 5.295 -0.26 -0.29 0.46 -0.2795
H -2.567 -0.811 -1.196 0.14 -0.09 0.13 0.1267
C 2.484 2.069 -2.337 0.02 0.11 0.14 -0.2077
O 3.650 -0.080 -0.236 0.08 -0.59 -0.08 -0.0084
F -3.664 0.516 1.397 0.02 -0.04 -0.04 0.1540
H 3.182 -2.689 -2.694 0.05 0.05 -0.02 0.1173
H 4.979 0.904 -4.296 0.03 -0.01 -0.01 0.1104
H 0.905 -1.848 -4.249 0.03 0.16 0.00 0.0939
H 2.119 -2.046 -0.243 0.08 0.01 0.03 0.1107
H -4.376 1.563 6.061 0.04 -0.05 -0.09 0.1251
H 5.650 3.311 -4.063 0.04 0.00 0.01 0.1023
H 2.111 -2.548 5.603 0.06 -0.04 0.00 0.1150
C 2.233 -3.091 -3.054 -0.42 -0.22 0.18 -0.1410
C 0.762 -1.011 2.910 -0.03 0.02 -0.38 -0.1944
H -1.991 -1.841 4.700 -0.04 -0.02 -0.01 0.1146
H -2.341 2.866 5.391 -0.01 -0.04 0.05 0.0783
H -3.326 4.325 5.237 -0.03 0.02 0.05 0.0856
C -2.284 -0.329 -4.185 -0.27 0.10 0.02 -0.0318
N 2.865 3.338 -2.202 -0.04 0.06 -0.23 0.1313
C -4.514 1.272 2.095 0.03 -0.07 0.09 -0.5429
H 2.077 -1.052 -1.612 0.02 0.18 0.09 0.0864
C -0.387 -3.005 6.563 0.01 -0.19 -0.26 -0.0468
H 2.404 -4.148 -3.262 0.06 0.02 -0.13 0.1172
C -1.973 0.021 -1.585 -0.24 0.07 -0.19 -0.1068
H -0.657 -2.294 7.342 0.01 -0.01 0.08 0.0826
C -0.705 -2.066 0.112 -0.13 -0.11 0.30 -0.1907
H -2.142 0.874 -0.941 -0.01 -0.02 0.10 0.0769
C -2.651 0.383 -2.904 0.05 0.07 -0.03 -0.4114
H -1.415 0.246 0.984 0.02 -0.07 0.15 0.0541
H -2.987 -1.150 -4.341 0.10 -0.12 0.04 0.0888
H -3.783 1.642 -2.060 0.02 0.01 0.02 0.0499
O 1.613 -3.409 -5.396 -0.16 0.00 0.00 -0.1894
H 1.824 0.605 2.115 0.05 0.06 -0.15 0.1527
C 1.412 -0.325 1.715 0.05 -0.01 0.32 -0.0620
H 0.476 3.518 -2.504 0.04 -0.17 -0.09 0.1440
H -0.022 3.869 0.406 0.04 -0.09 0.08 0.0807
F -1.019 2.722 -1.455 0.03 0.03 0.00 -0.0555
C 1.345 -2.158 4.946 0.28 -0.01 0.08 -0.0330
C -3.227 3.376 5.766 0.06 -0.01 -0.19 -0.0559
H 0.502 5.031 -0.798 -0.06 0.00 -0.01 0.0866
H 2.762 -1.441 3.534 0.04 0.02 -0.05 0.1284
H 1.272 -3.871 -1.308 -0.18 0.03 0.09 0.1070
C -4.056 1.376 3.567 -0.15 0.09 0.12 -0.3961
H 0.417 -3.649 6.919 0.05 0.09 0.13 0.0752
N 0.659 0.114 0.486 -0.34 0.22 0.06 -0.0624
C 3.972 3.747 -2.806 0.03 0.02 0.01 -0.1102
H -0.374 -3.851 -4.985 -0.11 -0.02 0.00 0.0865
H 1.423 2.044 0.535 -0.23 -0.05 0.03 0.1143
N -3.598 1.225 -2.972 0.12 0.01 -0.01 0.1432
H -1.271 -0.719 -4.213 0.05 -0.03 -0.01 0.0471
H -1.244 -3.651 6.369 -0.08 0.06 0.09 0.0790
H 1.079 0.100 -3.022 0.14 0.07 0.02 0.0849
C 1.709 -1.524 3.774 0.44 -0.28 0.32 -0.0334
F -4.585 2.468 1.516 0.01 0.03 -0.07 0.1812
H 1.696 3.959 -0.096 0.00 -0.05 0.04 0.0772
C 1.186 1.696 -1.575 -0.21 0.12 -0.34 -0.2108
C 1.579 1.217 -0.148 0.14 -0.11 0.20 -0.0552
H -0.538 -1.223 -2.398 0.12 0.05 -0.04 0.1027
C -0.569 -1.136 3.282 -0.31 0.41 -0.50 -0.0605
C 1.460 -1.741 -1.050 0.05 0.01 -0.07 -0.1176
C -0.492 -0.374 -1.717 -0.29 0.28 0.09 -0.2170
H -3.084 3.581 6.826 -0.01 0.00 0.02 0.0849
O -3.239 0.653 4.056 0.08 -0.07 -0.14 0.1630
C 1.818 -2.437 -4.376 0.45 -0.19 -0.13 -0.2172
C -0.941 -1.776 4.447 0.00 0.09 -0.02 -0.0351
C -4.465 2.531 5.571 0.01 0.09 0.34 -0.1849
C 0.367 3.023 -1.542 -0.03 0.23 0.26 -0.2780
H 2.621 -1.792 -4.741 -0.12 0.18 0.02 0.1177
C 1.187 -2.980 -1.928 0.45 -0.16 0.12 -0.1632
H 2.271 -0.903 1.395 0.00 -0.02 -0.17 0.1149
H -1.205 -2.518 -0.750 0.06 0.04 -0.08 0.1168
C -0.540 0.872 0.978 -0.09 0.29 -0.16 0.0180
H -1.351 -0.723 2.665 -0.06 -0.08 0.11 0.0737
H 0.906 -2.967 1.086 0.03 0.07 0.12 0.0647
H -0.736 1.716 0.331 0.01 -0.08 -0.09 0.0823
C 0.269 -3.531 -5.810 0.21 0.08 -0.03 -0.1110
C 4.764 2.922 -3.583 0.12 0.02 -0.08 -0.0571
C 0.663 4.019 -0.430 0.02 0.14 -0.12 -0.0269
H -5.351 3.031 5.956 -0.03 0.02 -0.10 0.1267
N -0.062 -3.133 0.867 -0.08 -0.18 -0.27 0.0573
C 0.383 0.674 -2.420 0.28 -0.25 -0.14 -0.0481
H 2.969 0.125 -3.154 -0.04 -0.02 0.01 0.0896
C 3.232 1.169 -3.085 0.10 -0.17 0.04 -0.0036
H 0.183 -3.007 -2.352 -0.02 0.02 -0.06 0.1025
O -4.744 2.329 4.165 -0.01 0.00 -0.04 0.0417
F -5.718 0.697 2.042 -0.07 0.01 -0.03 0.1798
H -1.525 -1.632 0.687 0.08 0.11 0.06 0.1018
H -0.198 1.222 -3.162 -0.16 0.09 0.12 0.1339
H -0.562 -3.353 1.712 0.06 0.08 0.16 0.0719
C 3.140 1.004 0.068 -0.36 -0.49 -0.47 -0.7203
C 4.387 1.601 -3.718 -0.17 0.00 0.09 -0.0414
H 4.250 4.784 -2.662 -0.06 0.05 0.04 0.1097
C 0.228 -1.004 -0.495 -0.12 -0.37 -0.49 -0.2698
O 3.639 2.032 0.501 0.47 0.96 0.47 0.0303
H -2.433 0.364 -5.010 0.06 -0.01 -0.03 0.0849